Record 1
Formula: C26H30Br2ClMoN3OSe2
Source: the Open Molecules 2025 dataset
Level of theory: the ωB97M-V functional and the def2-TZVPD basis

Values from the calculation:
* energy relative to the best compared isomer or geometry (same formula, charge and spin): 304.2 kJ/mol

```
! wB97M-V def2-TZVPD RIJCOSX def2/J DEFGRID3
* xyz 2 3
Mo -0.20 -0.33 1.37
C 2.04 2.05 -3.88
Se 0.74 1.09 -2.79
C -0.86 2.08 -3.36
C -2.04 1.16 -3.60
Se -2.77 0.28 -2.02
C -3.58 1.84 -1.19
H 2.05 3.10 -3.63
H 1.80 1.91 -4.93
H 3.01 1.61 -3.67
H -0.59 2.57 -4.30
H -1.09 2.85 -2.63
H -1.78 0.35 -4.28
H -2.87 1.72 -4.04
H -4.25 1.48 -0.41
H -4.17 2.36 -1.94
H -2.83 2.50 -0.76
Br 1.71 1.00 5.80
C 0.80 -0.57 5.38
C 0.68 -1.60 6.35
C 0.00 -2.75 6.07
Br -0.16 -4.06 7.40
C -0.58 -2.97 4.79
C -1.31 -4.10 4.38
C -1.82 -4.16 3.11
C -1.58 -3.11 2.22
N -0.89 -2.03 2.56
C -0.41 -1.95 3.84
C 0.25 -0.75 4.15
O 0.25 0.16 3.14
H 1.12 -1.45 7.33
H -1.47 -4.91 5.08
H -2.40 -5.01 2.77
H -1.96 -3.15 1.21
N 0.27 1.63 0.87
C 0.55 2.75 0.69
N 0.83 3.98 0.50
C 0.97 4.55 -0.87
C 0.01 5.71 -1.04
C 0.18 6.73 0.08
C 0.01 6.09 1.45
C 0.97 4.93 1.64
H 0.81 3.74 -1.58
H 2.01 4.88 -0.97
H -1.02 5.32 -1.04
H 0.18 6.16 -2.02
H -0.54 7.54 -0.05
H 1.18 7.18 0.01
H -1.02 5.72 1.57
H 0.18 6.81 2.24
H 0.79 4.38 2.56
H 2.01 5.28 1.64
Cl -0.37 -6.99 -2.56
C -0.27 -5.42 -1.87
C -1.38 -4.59 -1.90
C -1.29 -3.33 -1.35
C -0.09 -2.89 -0.77
C -0.02 -1.58 -0.16
C 1.02 -3.74 -0.77
C 0.94 -5.00 -1.32
H -2.30 -4.93 -2.35
H -2.15 -2.66 -1.39
H -0.82 -0.86 -0.54
H 0.97 -1.04 -0.28
H 1.96 -3.40 -0.34
H 1.79 -5.66 -1.32
*
```

Löwdin population analysis, charges in e, atoms 1 to 2: atom 1 (Mo): 1.600, atom 2 (C): -0.392



Record 2
Formula: C26H30Cl4F14HfNO18P2S2
Source: the Open Molecules 2025 dataset
Level of theory: the ωB97M-V functional and the def2-TZVPD basis

Values from the calculation:
* total energy: -7183.95446 a.u.

```
! wB97M-V def2-TZVPD RIJCOSX def2/J DEFGRID3
* xyz 1 1
Hf -16.96 2.43 -15.45
P -14.63 3.50 -13.46
F -13.60 2.56 -12.76
F -15.86 2.49 -13.03
F -14.86 4.32 -12.14
F -15.94 4.29 -14.18
F -13.58 4.43 -14.15
F -14.69 2.60 -14.85
P -19.20 4.21 -16.75
F -18.77 5.59 -17.35
F -20.31 4.85 -15.84
F -20.22 3.79 -17.84
F -19.39 2.78 -15.92
F -17.98 3.46 -17.53
F -18.12 4.39 -15.47
N -17.36 0.56 -14.39
S -18.67 -0.39 -14.04
O -19.07 -0.34 -12.69
O -18.87 -1.52 -14.85
F -19.66 0.66 -14.75
S -16.29 -0.53 -13.57
O -16.01 -1.77 -14.18
O -16.29 -0.33 -12.18
F -14.98 0.31 -13.97
Cl -8.77 2.78 -9.18
C -10.14 2.40 -10.26
C -10.52 3.55 -11.14
Cl -9.25 4.01 -12.32
H -11.00 2.10 -9.66
H -9.87 1.50 -10.80
H -10.59 4.48 -10.57
H -11.47 3.41 -11.65
Cl -9.23 0.76 -13.31
C -10.82 0.00 -13.57
C -11.13 -0.15 -15.03
Cl -11.62 1.43 -15.68
H -11.56 0.62 -13.05
H -10.89 -0.89 -12.95
H -11.93 -0.87 -15.22
H -10.31 -0.56 -15.62
C -15.60 5.38 -16.59
O -15.73 3.95 -16.80
C -14.54 3.53 -17.48
C -14.74 2.09 -17.86
O -15.45 1.35 -16.83
C -15.09 -0.05 -16.89
H -15.61 5.89 -17.55
H -14.74 5.66 -15.98
H -16.48 5.72 -16.05
H -13.67 3.75 -16.87
H -14.41 4.04 -18.43
H -13.77 1.64 -18.07
H -15.38 1.95 -18.73
H -14.18 -0.12 -16.29
H -15.02 -0.43 -17.90
H -15.75 -0.72 -16.32
C -18.14 2.61 -11.19
C -18.79 2.56 -10.02
C -20.28 2.72 -9.91
O -20.83 2.72 -8.83
C -20.99 2.88 -11.18
C -20.34 2.95 -12.34
C -18.84 2.88 -12.43
O -18.27 3.03 -13.50
O -20.99 3.11 -13.52
O -18.19 2.32 -8.87
H -17.08 2.42 -11.18
H -22.06 2.99 -11.18
H -21.63 3.81 -13.36
H -18.89 2.27 -8.19
C -16.05 7.17 -13.08
C -15.36 8.04 -12.34
C -15.68 8.32 -10.90
O -15.11 9.15 -10.23
C -16.78 7.49 -10.39
C -17.54 6.68 -11.13
C -17.27 6.52 -12.60
O -18.02 5.96 -13.37
O -18.55 5.95 -10.66
O -14.34 8.75 -12.84
H -15.73 7.00 -14.10
H -16.96 7.59 -9.32
H -18.70 6.11 -9.72
H -14.08 9.41 -12.18
C -10.71 7.37 -17.25
C -10.08 8.52 -16.98
C -9.97 9.06 -15.56
O -9.26 9.99 -15.31
C -10.72 8.26 -14.59
C -11.23 7.05 -14.87
C -11.37 6.53 -16.28
O -12.00 5.51 -16.53
O -11.79 6.28 -13.93
O -9.43 9.19 -17.91
H -10.59 6.98 -18.25
H -10.67 8.55 -13.54
H -12.33 5.64 -14.42
H -9.07 10.01 -17.55
*
```

Löwdin population analysis, charges in e, atoms 1 to 2: atom 1 (Hf): 2.205, atom 2 (P): 0.228



Record 3
Formula: C26H30N11OPPtS
Source: the Open Molecules 2025 dataset
Level of theory: the ωB97M-V functional and the def2-TZVPD basis

Values from the calculation:
* energy relative to the best compared isomer or geometry (same formula, charge and spin): 11.1 kJ/mol

```
! wB97M-V def2-TZVPD RIJCOSX def2/J DEFGRID3
* xyz 2 1
Pt -1.18 -0.84 0.37
C -1.02 2.28 0.47
C -1.15 2.50 1.98
N -1.12 1.26 2.74
C -1.97 1.07 3.85
C -3.89 -0.60 3.10
S -3.32 -1.42 0.35
C -4.11 0.15 -0.07
C -3.26 1.35 0.27
N -1.83 1.14 -0.06
H -1.32 3.19 -0.04
H 0.02 2.08 0.21
H -0.35 3.18 2.28
H -2.08 3.02 2.21
H -0.19 0.89 2.88
H -1.48 1.05 4.83
H -2.79 1.79 3.87
H -4.55 -1.03 3.86
H -4.34 0.29 2.68
H -4.25 0.03 -1.15
H -5.11 0.19 0.36
H -3.64 2.23 -0.25
H -3.32 1.56 1.33
H -1.72 1.17 -1.07
N -2.59 -3.65 1.73
C -2.84 -2.61 2.58
N -2.13 -2.49 3.70
N -1.85 -1.25 4.06
N -2.61 -0.30 3.75
N -3.63 -1.62 2.10
C -1.28 -3.79 1.24
N -0.60 -4.89 1.10
N 0.52 -4.51 0.46
N 0.51 -3.25 0.23
N -0.64 -2.74 0.71
H -3.27 -4.39 1.57
O 0.79 -0.28 0.37
P 1.68 -0.02 -0.87
C 0.59 0.39 -2.24
C -0.18 -0.64 -2.80
C -1.15 -0.35 -3.74
C -1.37 0.97 -4.12
C -0.61 2.00 -3.59
C 0.37 1.71 -2.65
C 2.74 -1.36 -1.34
C 3.45 -2.01 -0.33
C 4.33 -3.02 -0.67
C 4.51 -3.38 -2.00
C 3.81 -2.72 -3.00
C 2.92 -1.71 -2.68
C 2.71 1.39 -0.49
C 3.66 1.80 -1.43
C 4.47 2.89 -1.16
C 4.34 3.57 0.05
C 3.41 3.16 0.99
C 2.59 2.07 0.72
H 0.02 -1.67 -2.51
H -1.72 -1.15 -4.19
H -2.13 1.19 -4.87
H -0.77 3.02 -3.91
H 0.98 2.51 -2.23
H 3.30 -1.74 0.70
H 4.88 -3.54 0.11
H 5.20 -4.17 -2.25
H 3.96 -3.00 -4.04
H 2.38 -1.20 -3.47
H 3.78 1.25 -2.36
H 5.21 3.20 -1.88
H 4.98 4.42 0.26
H 3.33 3.67 1.93
H 1.88 1.72 1.46
*
```

Löwdin population analysis, charges in e, atoms 1 to 2: atom 1 (Pt): 0.994, atom 2 (C): -0.158



Record 4
Formula: C26H30N2O4S
Source: the Open Molecules 2025 dataset
Level of theory: the ωB97M-V functional and the def2-TZVPD basis

Values from the calculation:
* SMILES string: CCC/C=C(\CCC)[C@H](NS(=O)(=O)c1cccc2cccnc12)c1ccc(C(=O)OC)cc1
* energy relative to the best compared isomer or geometry (same formula, charge and spin): 87.6 kJ/mol

```
! wB97M-V def2-TZVPD RIJCOSX def2/J DEFGRID3
* xyz 0 1
C -5.86 -0.62 1.11
C -5.35 -1.49 2.25
C -4.16 -2.35 1.83
C -3.02 -1.48 1.39
C -2.14 -1.70 0.42
C -2.11 -2.93 -0.44
C -2.59 -2.70 -1.88
C -4.01 -2.17 -1.93
C -1.13 -0.60 0.13
N -1.48 0.08 -1.12
S -1.98 1.63 -0.89
O -2.11 2.26 -2.17
O -3.13 1.62 -0.02
C -0.64 2.42 0.04
C -0.96 3.20 1.11
C 0.06 3.82 1.86
C 1.37 3.63 1.53
C 1.72 2.83 0.42
C 3.06 2.59 0.04
C 3.31 1.81 -1.05
C 2.22 1.25 -1.75
N 0.97 1.44 -1.41
C 0.70 2.21 -0.35
C 0.31 -1.03 0.15
C 1.10 -0.71 1.25
C 2.45 -1.00 1.26
C 3.04 -1.63 0.16
C 4.49 -1.92 0.10
O 5.05 -2.38 -0.86
O 5.13 -1.59 1.23
C 6.52 -1.84 1.24
C 2.24 -1.98 -0.93
C 0.90 -1.68 -0.94
H -6.71 -0.01 1.44
H -5.08 0.05 0.75
H -6.19 -1.24 0.28
H -5.05 -0.85 3.09
H -6.16 -2.14 2.61
H -3.84 -2.96 2.67
H -4.47 -3.02 1.02
H -2.94 -0.56 1.96
H -1.08 -3.32 -0.46
H -2.73 -3.70 0.02
H -1.93 -1.99 -2.38
H -2.53 -3.66 -2.41
H -4.06 -1.21 -1.43
H -4.70 -2.85 -1.46
H -4.32 -2.03 -2.97
H -1.26 0.15 0.92
H -0.73 0.09 -1.81
H -2.00 3.32 1.37
H -0.21 4.44 2.71
H 2.16 4.10 2.10
H 3.86 3.04 0.61
H 4.32 1.60 -1.38
H 2.39 0.63 -2.62
H 0.65 -0.21 2.09
H 3.06 -0.74 2.11
H 6.88 -1.53 2.22
H 6.72 -2.91 1.08
H 7.02 -1.28 0.45
H 2.71 -2.47 -1.77
H 0.30 -1.93 -1.80
*
```

Löwdin population analysis, charges in e, atoms 1 to 2: atom 1 (C): -0.100, atom 2 (C): -0.261



Record 5
Formula: C26H30N3O3S2Si2Sn
Source: the Open Molecules 2025 dataset
Level of theory: the ωB97M-V functional and the def2-TZVPD basis

Values from the calculation:
* energy relative to the best compared isomer or geometry (same formula, charge and spin): 0.0 kJ/mol

```
! wB97M-V def2-TZVPD RIJCOSX def2/J DEFGRID3
* xyz 1 1
Sn -0.50 -1.20 0.66
C 2.47 -1.10 -0.47
Si 1.53 -0.71 -2.03
C 0.45 -2.11 -2.59
C 2.63 0.05 -3.30
C 3.32 -0.62 -4.30
C 4.21 0.07 -5.12
C 4.41 1.43 -4.93
C 3.72 2.11 -3.93
C 2.83 1.43 -3.10
Si 1.80 2.24 -1.78
C 1.45 3.98 -2.32
C 2.48 2.28 -0.06
H 3.54 -1.02 -0.68
H 2.26 -2.12 -0.14
H 2.25 -0.43 0.36
H 0.60 -2.96 -1.93
H 0.70 -2.41 -3.61
H -0.62 -1.86 -2.57
H 3.18 -1.68 -4.46
H 4.74 -0.45 -5.91
H 5.10 1.97 -5.57
H 3.88 3.18 -3.80
H 2.44 4.45 -2.34
H 0.83 4.54 -1.62
H 1.02 4.04 -3.32
H 2.98 3.24 0.08
H 3.21 1.49 0.12
H 1.69 2.19 0.69
O -5.10 -4.54 5.68
C -5.63 -3.91 4.62
O -6.78 -4.09 4.33
C -4.74 -3.00 3.83
C -3.35 -3.01 3.90
C -2.59 -2.15 3.13
C -3.22 -1.26 2.28
C -4.61 -1.25 2.18
C -5.36 -2.12 2.95
N -2.43 -0.37 1.48
C -2.78 0.86 1.44
C -1.29 1.79 -0.38
C -1.42 3.01 -1.17
C -1.38 3.09 -2.51
C -1.10 1.96 -3.36
C -0.34 0.92 -3.02
N 0.46 0.86 -1.78
H -4.19 -4.26 5.84
H -2.82 -3.71 4.54
H -1.51 -2.17 3.21
H -5.11 -0.60 1.47
H -6.44 -2.14 2.88
H -3.60 1.21 2.06
H -1.72 3.90 -0.63
H -1.63 4.03 -2.97
H -1.56 1.94 -4.34
H -0.26 0.07 -3.68
C 2.84 -1.40 5.26
O 2.11 -0.55 4.36
C 1.40 -1.09 3.39
S 1.23 -2.71 3.14
S 0.63 0.18 2.47
H 3.49 -0.74 5.82
H 3.41 -2.14 4.71
H 2.14 -1.91 5.93
N -2.22 1.83 0.70
C -0.49 0.74 -0.61
H -2.66 2.73 0.83
*
```

Löwdin population analysis, charges in e, atoms 1 to 2: atom 1 (Sn): 0.998, atom 2 (C): -0.195



Record 6
Formula: C26H30N4OSSeV
Source: the Open Molecules 2025 dataset
Level of theory: the ωB97M-V functional and the def2-TZVPD basis

Values from the calculation:
* energy relative to the best compared isomer or geometry (same formula, charge and spin): 0.0 kJ/mol

```
! wB97M-V def2-TZVPD RIJCOSX def2/J DEFGRID3
* xyz -1 3
V 2.07 -0.34 0.17
N -1.19 2.07 1.88
C -0.08 1.31 1.66
S 0.82 1.63 0.19
N 0.25 0.44 2.57
N 1.38 -0.28 2.23
C 1.88 -0.95 3.20
C 3.08 -1.77 3.09
C 3.41 -2.60 4.17
C 4.54 -3.40 4.15
C 5.37 -3.37 3.03
C 5.07 -2.55 1.96
C 3.92 -1.74 1.96
O 3.67 -0.97 0.92
H -1.57 2.49 1.04
H -1.91 1.57 2.39
H 1.38 -0.90 4.16
H 2.76 -2.61 5.04
H 4.77 -4.04 4.99
H 6.25 -3.99 3.00
H 5.70 -2.51 1.08
C 1.87 -3.17 -0.51
N 0.91 -2.06 -0.31
C -0.12 -2.49 0.66
C 0.25 -1.73 -1.60
C 1.22 -1.02 -2.52
C 1.08 -1.10 -3.90
C 1.96 -0.42 -4.72
C 2.98 0.33 -4.16
C 3.11 0.40 -2.78
C 2.24 -0.27 -1.92
H 1.33 -4.05 -0.88
H 2.35 -3.41 0.44
H 2.63 -2.88 -1.23
H 0.36 -2.77 1.59
H -0.66 -3.36 0.26
H -0.84 -1.69 0.81
H -0.61 -1.10 -1.37
H -0.14 -2.65 -2.05
H 0.27 -1.69 -4.33
H 1.85 -0.48 -5.80
H 3.67 0.86 -4.80
H 3.92 1.00 -2.37
C -4.38 5.56 -0.81
C -4.12 4.09 -0.66
C -4.79 3.31 0.27
C -4.56 1.95 0.40
C -5.34 1.18 1.44
C -3.61 1.30 -0.41
Se -3.19 -0.54 -0.14
C -2.94 2.08 -1.38
C -1.93 1.46 -2.31
C -3.20 3.44 -1.48
H -4.92 5.95 0.06
H -4.98 5.78 -1.69
H -3.45 6.13 -0.90
H -5.52 3.79 0.92
H -6.06 1.82 1.94
H -4.67 0.74 2.19
H -5.85 0.33 0.98
H -1.03 1.19 -1.76
H -1.65 2.16 -3.10
H -2.32 0.54 -2.75
H -2.66 4.01 -2.23
*
```

Löwdin population analysis, charges in e, atoms 1 to 2: atom 1 (V): 0.728, atom 2 (N): 0.094



Taking the records one at a time from the top gives molecular weight values of 849.7 1356.9 770.7 466.6 671.6 576.5 g mol⁻¹.